Entry from the Open Molecules 2025 dataset: an isolated molecule of C6H9N3O2 (ωB97M-V/def2-TZVPD).

ORCA input file:
```
! RIJCOSX wB97M-V def2-TZVPD def2/J DEFGRID3
* xyz 0 1
C -1.02 -1.32 -1.06
C -1.71 -1.43 0.18
C 0.19 -0.80 -1.16
C -1.03 -0.99 1.32
C 0.84 -0.23 0.02
C -0.64 1.85 -0.16
N 0.19 -0.46 1.25
N 0.71 1.55 -0.14
N 2.35 -0.09 0.08
O 3.07 -0.04 -0.92
O 2.65 0.05 1.27
H -1.49 -1.60 -2.00
H -2.69 -1.88 0.27
H 0.83 -1.00 -2.02
H -1.37 -1.30 2.29
H -1.09 1.38 0.70
H -0.58 2.97 -0.16
H -1.23 1.57 -1.01
H 0.80 -0.26 2.10
H 1.23 2.03 -0.85
*
```

SMILES	CN[C@]1([N+](=O)[O-])C=CC=CN1
energy relative to the best compared isomer or geometry (same formula, charge and spin)	6.479	eV
LUMO	0.002	hartree

***

Entry from the Open Molecules 2025 dataset: a cluster of 2 separate species, C6H9N3O2 in total (ωB97M-V/def2-TZVPD).

ORCA input file:
```
! RIJCOSX wB97M-V def2-TZVPD def2/J DEFGRID3
* xyz 0 1
C -2.09 0.15 1.12
C -2.54 -0.73 0.28
C 1.33 -1.37 -0.60
C -0.74 0.57 1.53
C 1.68 0.57 1.34
C 2.21 -1.98 -1.33
N 0.34 -0.90 -0.03
N 0.38 0.06 0.93
N -1.15 1.32 -2.19
O -2.97 -1.49 -0.48
O -0.62 1.41 2.40
H -2.84 0.70 1.68
H 2.14 1.13 0.53
H 1.51 1.23 2.19
H 2.33 -0.26 1.63
H 2.66 -2.90 -1.00
H 2.50 -1.60 -2.29
H -1.90 0.63 -2.17
H -1.59 2.23 -2.21
H -0.63 1.23 -1.33
*
```

SMILES	C=C=NN(C)C(=O)C=C=O.N
energy relative to the best compared isomer or geometry (same formula, charge and spin)	3.742	eV
LUMO	0.023	hartree

***

Entry from the Open Molecules 2025 dataset: an isolated molecule of C6H9N3O2 (ωB97M-V/def2-TZVPD).

ORCA input file:
```
! RIJCOSX wB97M-V def2-TZVPD def2/J DEFGRID3
* xyz 0 3
C 1.36 -0.81 -0.25
C 0.13 -0.56 -0.70
C 2.00 0.43 0.06
C -1.19 -1.25 -0.81
C -1.25 1.54 -0.16
C -1.69 0.42 0.80
N 1.16 1.46 -0.20
N -0.02 1.12 -0.80
N 1.83 -1.93 0.40
O 3.15 0.49 0.58
O -2.01 -0.90 0.25
H -1.57 -0.89 -1.70
H -1.21 -2.35 -0.67
H -2.04 1.77 -0.90
H -1.06 2.53 0.45
H -0.92 0.22 1.58
H -2.60 0.84 1.24
H 1.30 2.40 0.28
H 2.84 -1.70 0.65
H 1.80 -2.83 -0.09
*
```

energy relative to the best compared isomer or geometry (same formula, charge and spin)	2.516	eV
LUMO (alpha / beta)	0.029 / -0.083	hartree

***

Entry from the Open Molecules 2025 dataset: an isolated molecule of C6H9N3O2S (ωB97M-V/def2-TZVPD).

ORCA input file:
```
! RIJCOSX wB97M-V def2-TZVPD def2/J DEFGRID3
* xyz 0 1
C 0.16 -0.56 1.15
C 0.35 0.54 0.38
C -0.01 -1.96 0.74
C 0.20 -2.09 -0.84
C -0.61 -1.17 -1.67
C -0.02 2.96 1.06
N -0.01 -0.13 2.43
N 0.08 1.14 2.48
N 0.24 1.59 1.30
O -0.42 1.51 -2.29
O 1.68 0.29 -2.01
S 0.28 0.42 -1.66
H 0.69 -2.71 1.19
H -1.09 -2.09 0.99
H 1.25 -2.15 -1.13
H -0.15 -3.09 -0.99
H -0.55 -1.60 -2.60
H -1.64 -0.90 -1.52
H -1.08 3.30 1.33
H 0.57 3.61 1.75
H 0.09 3.08 -0.09
*
```

SMILES	Cn1nnc2c1S(=O)(=O)CCC2
energy relative to the best compared isomer or geometry (same formula, charge and spin)	3.716	eV
LUMO	0.020	hartree

***

Entry from the Open Molecules 2025 dataset: a cluster of 2 separate species, C6H9N3S in total (ωB97M-V/def2-TZVPD).

ORCA input file:
```
! RIJCOSX wB97M-V def2-TZVPD def2/J DEFGRID3
* xyz 0 1
C 3.19 1.34 1.04
C 1.92 1.72 1.07
C 2.04 -0.36 0.44
C -1.00 -2.34 -1.29
C -1.21 1.38 0.54
C -0.24 0.46 0.49
N 3.28 -0.03 0.75
N 1.11 0.69 0.67
N -1.84 -1.85 -2.18
S -1.66 -3.05 0.14
H 4.12 1.86 1.45
H 1.50 2.80 1.18
H 1.66 -1.36 0.32
H -0.57 -3.73 0.58
H -1.11 2.46 0.63
H -2.38 1.05 0.48
H -0.59 -0.56 0.36
H -1.46 -1.57 -3.05
H -2.79 -1.83 -1.86
*
```

energy relative to the best compared isomer or geometry (same formula, charge and spin)	3.007	eV
LUMO	0.020	hartree

***

Entry from the Open Molecules 2025 dataset: the ion C6H9N4 with charge +1 (ωB97M-V/def2-TZVPD).

ORCA input file:
```
! RIJCOSX wB97M-V def2-TZVPD def2/J DEFGRID3
* xyz 1 1
C -0.82 1.54 -1.33
C 1.71 0.24 -0.66
C 0.17 1.32 -2.10
C -0.03 -1.02 0.62
C -0.89 1.71 0.20
C 0.21 -2.50 0.96
N 1.04 -0.38 0.12
N -1.56 0.68 0.87
N -1.17 -0.59 1.03
N 1.31 0.72 -2.04
H -1.71 1.66 -1.75
H 2.77 0.47 -0.59
H 0.07 1.97 0.76
H -1.42 2.69 0.36
H -0.37 -2.86 1.75
H 1.24 -2.83 1.05
H -0.08 -2.86 -0.11
H -2.50 0.59 1.24
H 2.12 0.94 -2.56
*
```

SMILES	CC1=N/NCC=C=[NH+]/C=N\1
energy relative to the best compared isomer or geometry (same formula, charge and spin)	7.208	eV
LUMO (alpha / beta)	-0.237 / -0.193	hartree

***

Entry from the Open Molecules 2025 dataset: a cluster of 2 separate species, C6H9N4 in total (ωB97M-V/def2-TZVPD).

ORCA input file:
```
! RIJCOSX wB97M-V def2-TZVPD def2/J DEFGRID3
* xyz 1 1
C -0.63 -0.61 -2.10
C 0.61 -0.23 -1.75
C -1.78 -0.59 -1.24
C 0.87 1.98 0.76
C -0.81 0.58 0.50
C -0.46 -1.30 2.36
N -1.76 0.06 -0.12
N -0.35 1.65 1.02
N 1.62 1.14 0.02
N 0.96 -0.03 -0.37
H -0.81 -0.87 -3.13
H 1.40 -0.12 -2.48
H -2.72 -0.99 -1.57
H 1.29 2.90 1.13
H 0.50 -0.94 2.68
H -0.52 -2.12 1.67
H -1.33 -1.05 2.94
H 2.53 1.39 -0.36
H 1.38 -0.86 0.04
*
```

energy relative to the best compared isomer or geometry (same formula, charge and spin)	6.580	eV
LUMO (alpha / beta)	-0.158 / -0.208	hartree

***

Entry from the Open Molecules 2025 dataset: an isolated molecule of C6H9N5 (ωB97M-V/def2-TZVPD).

ORCA input file:
```
! RIJCOSX wB97M-V def2-TZVPD def2/J DEFGRID3
* xyz 0 1
C -0.03 1.97 -0.36
C 1.14 -1.30 -0.91
C 2.24 0.21 0.52
C -2.20 -0.30 0.03
C -0.15 -0.56 -0.95
C -0.10 0.76 0.39
N -0.04 2.89 -1.05
N 2.19 -0.96 -0.31
N 1.02 0.54 1.25
N -1.33 -1.27 -0.58
N -1.37 0.45 0.99
H 1.16 -2.25 -1.45
H 3.03 0.06 1.25
H 2.51 1.07 -0.11
H -2.60 0.35 -0.77
H -3.03 -0.78 0.55
H -0.29 0.00 -1.87
H 0.79 -0.18 1.93
H -1.10 -1.99 0.10
H -1.84 1.27 1.35
*
```

SMILES	N#C[C@]12NCN=C[C@H]1NCN2
energy relative to the best compared isomer or geometry (same formula, charge and spin)	1.748	eV
LUMO	0.031	hartree

***

Entry from the Open Molecules 2025 dataset: the ion C6H9N5 with charge +2 (ωB97M-V/def2-TZVPD).

ORCA input file:
```
! RIJCOSX wB97M-V def2-TZVPD def2/J DEFGRID3
* xyz 2 3
C -0.66 1.21 1.20
C 1.65 -0.21 -0.26
C -0.99 0.05 0.49
C -0.71 0.14 -0.94
C -0.85 -1.26 1.15
C 0.32 0.85 2.23
N -0.51 -1.20 2.56
N 0.03 -0.21 3.01
N 0.57 -0.18 -1.14
N 1.79 0.01 1.00
N -1.58 0.48 -1.86
H -0.77 2.14 0.65
H 2.62 -0.55 -0.71
H -1.85 -1.67 1.31
H -0.46 -2.29 0.74
H 1.03 1.53 2.61
H 0.92 -0.49 -2.09
H 2.77 -0.01 1.21
H -2.56 0.61 -1.73
H -1.36 0.29 -2.89
*
```

LUMO (alpha / beta)	-0.338 / -0.400	hartree

***

Entry from the Open Molecules 2025 dataset: the ion C6H9N5S with charge +2 (ωB97M-V/def2-TZVPD).

ORCA input file:
```
! RIJCOSX wB97M-V def2-TZVPD def2/J DEFGRID3
* xyz 2 1
C -0.43 -2.49 1.95
C 0.32 -3.10 0.97
C -0.03 -0.74 0.48
C 0.52 0.91 -1.30
C 1.77 1.06 -1.63
C -0.14 1.77 0.81
N -0.69 -1.19 1.62
N -1.66 1.00 -1.86
N -1.99 0.62 -0.85
N -0.46 1.25 -2.27
N -0.10 0.57 -0.07
S 0.73 -2.07 -0.30
H -0.89 -3.01 2.91
H 0.59 -4.23 1.03
H 2.67 1.04 -0.99
H 2.02 1.66 -2.52
H -1.29 -0.67 2.23
H -1.17 1.74 1.30
H 0.64 1.66 1.66
H -0.15 2.61 0.13
H -0.28 1.60 -3.31
*
```

energy relative to the best compared isomer or geometry (same formula, charge and spin)	0.350	eV
LUMO (alpha / beta)	-0.346 / -0.346	hartree

***

Entry from the Open Molecules 2025 dataset: an isolated molecule of C6H9N7 (ωB97M-V/def2-TZVPD).

ORCA input file:
```
! RIJCOSX wB97M-V def2-TZVPD def2/J DEFGRID3
* xyz 0 1
C -0.44 2.03 -1.20
C -1.35 0.85 -1.18
C 0.10 -0.91 -0.20
C 0.80 -2.15 -0.30
C 1.40 -2.70 0.76
C 1.33 -1.85 1.94
H -1.61 3.39 -0.33
H -2.05 3.35 -1.84
H 0.01 1.95 -2.27
H 0.39 1.99 -0.52
H -2.05 0.84 -0.28
H -1.88 0.80 -2.24
H -0.23 -0.55 -2.24
H 0.97 -2.59 -1.33
H 1.94 -3.64 0.75
N -1.18 3.34 -1.21
N -0.68 -0.48 -1.28
N 1.67 -1.97 3.23
N 1.30 -0.89 3.94
N 0.63 -0.08 3.07
N 0.73 -0.68 1.89
N 0.20 -0.04 0.84
*
```

SMILES	NCCNc1ccc2nnnn2n1
energy relative to the best compared isomer or geometry (same formula, charge and spin)	3.757	eV
LUMO	-0.013	hartree

***

Entry from the Open Molecules 2025 dataset: an isolated molecule of C6H9NO (ωB97M-V/def2-TZVPD).

ORCA input file:
```
! RIJCOSX wB97M-V def2-TZVPD def2/J DEFGRID3
* xyz 0 1
C 1.43 0.33 1.64
C 0.76 0.28 -0.91
C -0.56 -0.27 -0.96
C 0.70 0.84 0.44
C -1.16 -1.02 1.17
C -1.43 -0.63 -1.92
O 1.22 1.10 -1.93
N -0.92 0.02 0.42
H 0.50 1.26 -2.57
H 0.65 1.93 0.41
H -1.17 -0.90 2.25
H -1.32 -2.01 0.75
H -1.09 -0.80 -2.93
H -2.47 -0.76 -1.70
H 2.45 0.72 1.63
H 0.95 0.68 2.56
H 1.47 -0.76 1.64
*
```

energy relative to the best compared isomer or geometry (same formula, charge and spin)	5.152	eV
LUMO (alpha / beta)	0.009 / -0.014	hartree

***

Entry from the Open Molecules 2025 dataset: an isolated molecule of C6H9NO (ωB97M-V/def2-TZVPD).

ORCA input file:
```
! RIJCOSX wB97M-V def2-TZVPD def2/J DEFGRID3
* xyz 0 1
C 0.91 -0.07 -0.13
C 0.27 -0.99 0.90
C -1.30 -0.62 0.65
C -1.64 -0.40 -0.78
C -0.09 1.13 0.15
C 1.44 1.42 -0.08
H 1.93 -0.60 -1.81
H 0.79 -0.46 1.93
H 0.47 -2.16 0.95
H -2.18 -1.01 1.30
H -0.86 -0.76 -1.44
H -2.83 -0.44 -1.13
H -0.09 1.25 1.28
H 1.83 2.00 0.88
H 1.70 1.62 -1.12
N -1.41 0.68 -0.11
O 1.05 -0.57 -1.43
*
```

SMILES	O[C@]12C[C@@H]3CN3[C@@H]1C2
energy relative to the best compared isomer or geometry (same formula, charge and spin)	7.900	eV
LUMO	0.024	hartree

***

no.,F_max (eV Å⁻¹)
1,4.73
2,1.75
3,7.57
4,3.50
5,5.35
6,4.42
7,1.21
8,3.46
9,4.41
10,3.71
11,4.38
12,0.53
13,7.64